{"formula": "C43H85BFN3O35S5", "method": "ωB97M-V/def2-TZVPD", "symbols": ["C", "C", "N", "C", "C", "C", "C", "C", "O", "C", "H", "H", "H", "H", "H", "H", "H", "H", "H", "H", "H", "H", "H", "H", "H", "H", "H", "H", "H", "H", "O", "C", "O", "B", "O", "C", "O", "O", "C", "O", "C", "O", "O", "N", "O", "O", "O", "N", "O", "O", "O", "F", "C", "C", "C", "C", "C", "C", "H", "H", "H", "H", "H", "C", "S", "O", "C", "H", "H", "H", "H", "H", "H", "C", "S", "O", "C", "H", "H", "H", "H", "H", "H", "C", "S", "O", "C", "H", "H", "H", "H", "H", "H", "C", "S", "O", "C", "H", "H", "H", "H", "H", "H", "C", "S", "O", "C", "H", "H", "H", "H", "H", "H", "C", "O", "C", "O", "O", "C", "H", "H", "H", "H", "H", "H", "C", "O", "C", "O", "O", "C", "H", "H", "H", "H", "H", "H", "C", "O", "C", "O", "O", "C", "H", "H", "H", "H", "H", "H", "C", "O", "C", "O", "O", "C", "H", "H", "H", "H", "H", "H", "C", "O", "C", "O", "O", "C", "H", "H", "H", "H", "H", "H"], "positions_angstrom": [[3.524344, 0.967435, -0.106948], [2.593275, 0.238521, 0.835296], [1.103956, 0.440154, 0.573916], [0.372985, -0.310411, 1.647311], [0.749557, 1.891753, 0.547998], [1.163403, 2.631486, 1.811522], [0.887392, -0.176885, -0.774944], [-0.560110, -0.630512, -1.072462], [-1.464096, 0.398331, -0.740079], [-2.817418, 0.110832, -0.961333], [3.318474, 0.783622, -1.160215], [4.527521, 0.633595, 0.158455], [3.479793, 2.049901, 0.026474], [2.731390, 0.458979, 1.899315], [2.724046, -0.843485, 0.934030], [0.663768, 0.023903, 2.636274], [0.677751, -1.347858, 1.482667], [-0.699222, -0.176458, 1.540144], [-0.330677, 1.969347, 0.498438], [1.285199, 2.330471, -0.290194], [1.094362, 2.090273, 2.749423], [0.636404, 3.580349, 1.916769], [2.217808, 2.932571, 1.821027], [1.540745, -1.045974, -0.849519], [1.229489, 0.454388, -1.595212], [-0.705692, -1.543731, -0.489026], [-0.566093, -0.799267, -2.155429], [-3.016380, -0.200934, -1.999242], [-3.398048, 1.028535, -0.892224], [-3.316550, -0.600301, -0.297204], [-5.553029, 0.865524, 0.879124], [-6.392667, 0.140739, 0.446894], [-7.329575, -0.473350, 1.125359], [-8.274716, -1.160738, 0.220721], [-7.814427, -0.766031, -1.132479], [-6.698247, -0.084772, -1.045112], [-6.020343, 0.286899, -1.967813], [-9.638203, -0.647647, 0.483499], [-10.404967, -1.638734, 0.862513], [-11.557035, -1.583689, 1.168189], [-9.600596, -2.951077, 0.738595], [-8.341410, -2.598898, 0.479050], [-10.058187, -4.046471, 0.783293], [0.039115, -2.019295, 5.436883], [0.403707, -1.182671, 4.557723], [-0.364822, -1.625262, 6.576885], [-0.040274, -3.238742, 5.210144], [1.860780, -4.042460, 1.119107], [2.850460, -4.743293, 0.771585], [1.643072, -2.913084, 0.517844], [1.101158, -4.389166, 2.044363], [8.576654, 2.631869, -4.355837], [7.254338, 2.588774, -4.627380], [6.866987, 2.575482, -5.961082], [5.519814, 2.616782, -6.248313], [4.581168, 2.676539, -5.223619], [4.992978, 2.677606, -3.900838], [6.352001, 2.612691, -3.588104], [7.609317, 2.579848, -6.747702], [5.136482, 2.503969, -7.255498], [3.527699, 2.701282, -5.462775], [4.194501, 2.782578, -3.173263], [6.738666, 2.583785, -2.578011], [4.061449, -2.769454, 3.414956], [3.474496, -3.380258, 5.021382], [2.497440, -4.473550, 4.854740], [5.015010, -4.181479, 5.571839], [4.918235, -2.107279, 3.595242], [3.256206, -2.254133, 2.899682], [4.511077, -3.538226, 2.780551], [4.759261, -4.691065, 6.500989], [5.802140, -3.449302, 5.764169], [5.382333, -4.966016, 4.906763], [-3.903398, -2.989919, 2.083028], [-2.105797, -3.007014, 1.831335], [-1.770967, -3.906451, 3.002656], [-1.972533, -4.067812, 0.348295], [-4.235931, -4.024148, 2.067645], [-4.372290, -2.389390, 1.298303], [-4.076897, -2.569723, 3.069691], [-2.268439, -3.487021, -0.524619], [-2.450648, -5.034339, 0.496806], [-0.901761, -4.284118, 0.325246], [0.466331, 5.087358, -2.236203], [0.893919, 3.704009, -3.342662], [1.841760, 2.839530, -2.563831], [-0.677971, 2.844646, -3.099922], [0.221610, 4.626362, -1.282480], [-0.366283, 5.574224, -2.745362], [1.279082, 5.805070, -2.159659], [-0.721230, 2.414672, -2.101339], [-0.924238, 2.121093, -3.873515], [-1.436717, 3.636125, -3.127153], [-2.797131, 3.491758, -0.087164], [-3.860203, 4.517867, -1.145728], [-2.908262, 5.317507, -2.000670], [-4.606777, 3.308545, -2.239052], [-3.600524, 2.779767, 0.161978], [-2.533058, 3.970934, 0.845972], [-2.039752, 2.894317, -0.580699], [-3.843417, 2.658771, -2.682180], [-5.113221, 3.794087, -3.067123], [-5.212572, 2.591132, -1.679329], [2.193876, 6.952145, 0.536503], [3.915799, 6.365655, 0.537500], [3.797537, 4.910675, 0.820658], [4.195460, 6.522201, -1.257527], [1.547998, 6.348911, -0.100351], [2.118513, 7.940621, 0.073020], [1.861288, 6.968235, 1.570487], [4.349273, 5.566178, -1.768199], [5.160786, 7.028958, -1.303745], [3.438198, 6.951223, -1.915469], [5.581442, -1.373435, -3.616492], [4.849545, -0.778824, -4.663222], [3.543873, -0.655622, -4.514639], [2.872298, -1.094228, -3.627615], [3.062917, 0.082520, -5.501200], [1.711996, 0.455940, -5.344517], [4.989997, -1.604767, -2.732257], [6.392678, -0.702224, -3.325525], [6.098435, -2.286594, -3.917002], [1.023283, -0.338852, -5.060505], [1.423162, 1.085183, -6.178567], [1.610112, 1.085461, -4.452910], [-1.361994, 1.228191, 5.187859], [-2.396004, 2.230483, 5.146733], [-2.824074, 2.577560, 3.949219], [-2.361588, 2.162387, 2.915889], [-3.823376, 3.431968, 4.071476], [-4.461998, 3.814866, 2.888871], [-1.189706, 1.046878, 6.241555], [-0.431035, 1.600579, 4.758628], [-1.693511, 0.350953, 4.642149], [-4.695385, 2.936253, 2.284218], [-3.956753, 4.525070, 2.231891], [-5.414664, 4.310004, 3.072117], [-2.271963, -5.614703, -4.150385], [-1.447912, -5.003265, -3.171441], [-0.185221, -4.716121, -3.429575], [0.389825, -4.936067, -4.472780], [0.323429, -4.085408, -2.389574], [1.669846, -3.593315, -2.441569], [-2.659335, -4.834682, -4.807198], [-3.151918, -5.951534, -3.603823], [-1.796234, -6.440623, -4.667756], [1.585227, -2.651034, -1.916950], [1.977009, -3.411959, -3.468063], [2.397622, -4.205399, -1.913852], [7.381341, -0.333597, 5.660782], [6.270697, 0.185292, 4.935568], [5.127380, 0.229731, 5.625352], [4.937209, -0.170453, 6.735130], [4.234107, 0.754904, 4.819514], [2.917827, 1.025424, 5.316256], [8.272568, -0.178050, 5.066097], [7.222656, -1.369060, 5.962569], [7.447766, 0.214253, 6.604967], [2.411936, 1.710364, 4.657224], [3.070781, 1.462539, 6.309894], [2.361438, 0.096958, 5.473094], [-4.857304, -2.799575, -2.991036], [-4.958267, -3.328875, -1.686180], [-5.824862, -4.324332, -1.479439], [-6.396699, -4.939895, -2.339823], [-5.907875, -4.482226, -0.168837], [-6.781203, -5.462169, 0.399475], [-5.758849, -3.007226, -3.566088], [-4.015930, -3.204369, -3.559255], [-4.710262, -1.723376, -2.951796], [-6.429786, -5.479232, 1.431127], [-6.654781, -6.438897, -0.060278], [-7.806752, -5.103272, 0.438056]], "atomic_forces_ev_per_a": [[-0.1, 0.1, 0.3], [-0.5, -0.4, 1.4], [0.9, 0.1, -0.4], [0.0, -0.5, -0.3], [0.2, 0.4, 1.1], [1.3, 0.5, 0.5], [-0.9, -0.4, -0.8], [1.2, 0.2, 0.5], [0.0, 0.2, 0.2], [-1.1, 0.2, -1.0], [0.1, -0.3, 0.0], [0.1, 0.1, -0.2], [0.1, 0.0, 0.1], [0.2, 0.9, -0.2], [0.0, -0.1, -1.0], [0.2, 0.0, 0.0], [-0.3, -0.1, 0.4], [0.0, 0.0, -0.2], [0.0, -0.2, -0.5], [-0.4, 0.0, -0.3], [-0.7, -0.3, 0.0], [-0.4, -0.2, -0.1], [0.0, -0.1, -0.5], [-0.3, -0.2, 0.4], [0.0, 0.7, 0.5], [-0.5, -0.1, -0.2], [-0.3, -0.4, 0.0], [0.3, -0.3, 0.1], [0.2, 0.0, 0.3], [0.6, -0.2, 0.2], [0.9, 0.5, 0.2], [-1.0, 0.2, -0.2], [0.2, -0.4, 0.3], [-0.1, 0.7, 0.5], [-0.2, -0.5, 0.0], [0.4, -0.3, -0.3], [0.0, 0.2, 0.0], [0.5, 0.2, -0.1], [-0.4, -0.5, -0.3], [-0.4, 0.2, 0.2], [0.2, 0.9, -0.3], [0.1, -0.2, -0.4], [0.1, -0.6, 0.2], [-1.6, -2.0, 1.1], [0.4, 0.0, 0.2], [0.6, 0.9, -0.6], [0.7, 1.6, -0.4], [-0.3, -0.2, 0.9], [-0.8, 0.7, 0.0], [0.3, -0.7, 0.2], [1.0, 0.4, -1.6], [0.1, -0.2, 0.1], [-0.2, 0.2, -0.5], [0.2, 0.2, 0.1], [-0.7, -0.4, 0.1], [0.4, 0.1, -0.1], [-0.3, 0.2, -0.1], [-0.1, 0.0, 0.0], [0.1, -0.1, 0.1], [0.3, 0.2, -0.1], [0.0, 0.0, 0.1], [0.3, -0.2, 0.4], [-0.2, 0.1, 0.1], [1.1, -0.3, -0.1], [-0.4, -0.2, 0.1], [0.7, 0.1, -0.1], [0.3, -0.2, 0.0], [-0.4, 0.4, 0.3], [-0.1, 0.0, 0.1], [-0.6, -0.4, 0.0], [-0.1, 0.2, 0.1], [-0.1, 0.1, 0.0], [-0.2, 0.2, -0.4], [0.1, 0.5, -1.0], [-0.4, -2.1, 1.9], [0.2, 0.9, -1.2], [0.5, 0.5, 0.6], [0.0, 0.0, -0.1], [-0.3, -0.1, 0.1], [0.2, 0.1, 0.0], [-0.2, -0.3, -0.2], [-0.5, 0.2, 0.0], [0.1, 0.2, -0.2], [0.0, -0.3, -0.9], [-0.2, -0.6, 1.0], [0.7, 0.2, -0.4], [-0.8, 1.1, -0.3], [-0.2, 0.2, 0.1], [-0.3, 0.1, 0.5], [0.2, -0.3, -0.1], [0.4, -0.2, -0.1], [0.4, -0.1, 0.0], [-0.2, -0.2, -0.1], [-2.4, -1.0, -0.4], [1.5, 0.8, -0.1], [-0.3, 0.2, -0.2], [0.8, -1.3, 0.1], [0.5, -0.3, 0.6], [0.3, 0.3, -0.2], [0.2, 0.4, -0.2], [0.2, 0.3, 0.0], [-0.3, 0.3, 0.3], [-0.4, 0.4, 0.0], [0.1, 0.6, -0.4], [-1.3, -0.7, -0.8], [0.3, 0.1, 0.2], [0.8, -0.3, -0.7], [0.3, -0.5, 0.4], [0.3, 0.2, 0.4], [-0.1, 0.0, 0.0], [0.1, -0.4, 0.8], [-0.2, 0.3, -0.5], [-0.1, 0.7, 0.6], [1.0, -0.4, 1.0], [0.4, 0.0, -0.6], [-0.2, 0.1, 0.3], [-0.2, -0.2, 0.7], [0.2, -0.1, -0.9], [-0.8, 1.0, 1.4], [-0.3, 0.1, -0.2], [-0.3, 0.3, -0.1], [-0.4, -0.1, -0.4], [0.2, -0.5, -0.9], [0.0, -0.5, -0.4], [0.4, 0.2, 0.0], [0.2, 0.0, 0.0], [-0.4, 0.6, 0.2], [1.1, -1.0, 0.2], [-0.1, 0.3, -0.6], [-0.4, 1.0, 0.6], [-1.2, -0.2, -1.6], [-0.1, -0.4, 0.0], [-0.1, 0.0, -0.2], [0.2, -0.2, 0.2], [0.1, 0.0, 0.0], [0.7, -0.1, 0.4], [0.0, -0.2, 0.8], [-0.6, 0.5, 0.2], [-0.5, -0.2, 0.8], [1.0, 0.4, -0.8], [-0.2, -0.3, -0.1], [-0.3, -0.5, 0.4], [0.0, 0.7, -0.3], [0.4, -0.2, -0.5], [0.2, -0.3, 0.1], [0.2, 0.1, -0.1], [0.3, -0.1, 0.0], [-0.1, -0.2, 0.0], [-0.4, -0.4, 0.1], [-0.4, 0.3, 1.0], [0.7, -0.2, -0.2], [-0.7, -0.2, -0.6], [0.3, 0.0, 0.8], [-0.3, 0.6, -1.3], [0.4, -0.7, 1.8], [0.0, -0.1, -0.2], [0.1, -0.1, -0.4], [0.3, 0.1, -0.1], [0.1, 0.1, -0.4], [-0.4, 0.2, -0.2], [-0.1, 0.1, -0.4], [-0.1, 0.0, -1.1], [0.3, 0.5, 0.3], [-0.1, 0.0, 0.1], [-0.2, -0.2, 0.0], [0.2, 0.1, -0.2], [0.3, 0.3, 0.6], [-0.1, 0.0, 0.1], [0.1, -0.3, 0.3], [-0.1, 0.0, 0.4], [-0.1, -0.3, 0.0], [-0.1, 0.1, -0.2], [-0.1, -0.1, -0.5]], "gap_ev": 5.23, "charge": -2, "homo_energy_ev": -2.760}